Record 1
This record from OMol25 describes C19H23CuO2PS4Si as an isolated structure. The level of theory is the ωB97M-V functional and the def2-TZVPD basis.

```
51
Properties=species:S:1:pos:R:3:forces:R:3
Cu -1.911685 -0.043147 -0.417477 -0.1 0.3 -0.1
O -8.627126 -0.450349 0.055713 0.0 0.2 -0.1
C -7.418393 -0.347740 -0.050911 0.0 -0.4 0.2
S -6.475971 -1.060400 -1.351112 0.0 0.1 -0.1
C -4.867930 -0.588117 -0.794566 0.0 0.0 0.0
C -4.819834 0.095013 0.369777 0.0 0.0 0.0
S -3.406980 0.687348 1.209064 0.0 -0.1 0.1
S -6.376948 0.402728 1.147009 0.0 0.1 -0.1
S -3.523775 -1.084375 -1.796834 0.1 0.0 0.0
C 3.407239 -4.194593 2.738692 0.0 0.1 -0.1
C 3.885158 -4.129074 1.430006 0.0 -0.1 0.1
C 3.328156 -3.242971 0.524312 -0.1 0.1 0.0
C 2.271399 -2.385742 0.876450 0.1 -0.3 0.3
C 1.789691 -2.486122 2.198932 0.1 0.0 -0.1
C 2.352071 -3.365407 3.109434 0.0 -0.1 0.0
Si 1.616886 -1.075603 -0.268040 -0.2 0.5 -0.2
C 1.931251 0.614295 0.294940 0.0 -0.2 -0.1
C 2.928287 1.430871 -0.318719 0.0 0.1 0.0
C 3.340458 2.620299 0.231989 0.0 -0.1 -0.1
C 2.798020 3.079734 1.455702 0.0 0.1 0.0
C 1.794591 2.310553 2.063964 -0.1 -0.1 -0.1
C 1.355928 1.128507 1.507860 0.0 0.1 0.1
H 3.842494 -4.885427 3.450862 0.0 0.0 0.0
H 4.697875 -4.777675 1.118842 0.0 0.0 0.0
H 3.724665 -3.200219 -0.485772 0.0 0.0 0.0
H 0.960987 -1.860836 2.512680 0.0 0.0 0.0
H 1.959360 -3.412578 4.119446 0.0 0.0 0.0
H 2.241449 -1.320824 -1.607887 0.0 0.0 0.0
H 3.388346 1.093623 -1.244574 0.0 0.0 0.0
H 4.097461 3.210049 -0.276931 0.0 0.0 0.0
H 3.120776 4.017701 1.890792 0.0 0.0 0.0
H 1.330076 2.664921 2.979174 0.0 0.0 0.0
H 0.541963 0.592974 1.985180 0.0 0.0 0.0
C -0.395608 3.369237 -0.730824 0.0 -0.1 0.1
P -1.089900 1.841424 -1.457956 -0.1 0.0 -0.2
C -0.029141 1.684423 -2.950363 0.0 0.0 0.0
C -2.626809 2.520493 -2.196607 0.1 0.0 0.0
H -0.453994 4.199033 -1.441450 0.0 0.0 0.0
H 0.641225 3.205175 -0.437546 0.0 0.0 0.0
H -0.965916 3.616625 0.165904 0.0 0.0 0.0
H -0.062415 2.583642 -3.572982 0.0 0.0 0.0
H -0.372185 0.826836 -3.531415 0.0 0.0 0.0
H 0.998876 1.499732 -2.633587 0.0 0.0 0.0
H -2.427812 3.396587 -2.822321 0.0 0.0 0.0
H -3.297257 2.790179 -1.377952 0.0 0.0 0.0
H -3.119075 1.736316 -2.773384 0.0 0.0 0.0
C -0.429321 -2.722625 -0.588627 0.0 0.1 0.0
O -0.048137 -1.358445 -0.386959 0.2 -0.4 0.1
H -0.465432 -3.254526 0.365377 0.0 0.0 0.0
H 0.284604 -3.238117 -1.241472 0.0 0.0 0.0
H -1.417626 -2.733406 -1.045823 0.0 0.0 0.0
```
Positions in Å, forces in eV/Å.

Calculated values
HOMO-LUMO gap (alpha / beta): 3.25 / 5.47 eV
relative energy (zero: lowest compared OMol25 entry of this formula, charge and spin): 0.000 eV
largest force on an atom: 0.62 eV Å⁻¹
molar mass: 534.265 g mol⁻¹
charge: -2
2S+1: 2
E_LUMO (alpha / beta): 4.66 / 4.63 eV

Results of the Löwdin charge analysis, in e, for atoms 1 through 8:
1 Cu -0.263
2 O -0.143
3 C -1.090
4 S 0.886
5 C -1.165
6 C -1.176
7 S 0.439
8 S 0.889

=====

Record 2
This record from OMol25 describes one molecule with the formula C9H10N4 in a non-equilibrium geometry. The level of theory is the ωB97M-V functional and the def2-TZVPD basis.

```
23
Properties=species:S:1:pos:R:3:forces:R:3
C -2.128607 -1.731753 1.496765 -2.7 -1.0 2.5
C 0.629400 0.926152 0.771844 0.8 1.5 -0.6
C -1.133985 -0.923407 0.933244 2.6 0.7 -4.4
C 1.029304 0.516251 -0.435577 -1.0 0.3 0.3
C -0.605110 -1.239841 -0.357903 -1.5 1.9 4.1
C 0.708763 -1.366173 -2.213714 -3.1 2.5 2.2
C -0.540571 0.404424 1.564299 -1.0 -1.4 -0.2
C 2.168969 1.070840 -1.212229 -0.3 -0.4 -1.3
C -1.559854 1.567480 1.818311 0.6 -4.7 4.9
N -2.988058 -2.243904 2.125919 2.3 1.1 -1.8
N -1.046703 -2.247329 -1.189382 -1.5 -1.0 0.0
N -0.439672 -2.241674 -2.255299 0.6 -1.2 -1.3
N 0.294816 -0.488156 -1.025965 1.4 -1.9 -1.8
H 1.125871 1.886580 1.078490 -0.6 -1.2 0.3
H 1.534857 -1.958793 -2.067691 2.2 -1.4 0.6
H 0.825466 -0.748144 -3.047168 0.0 0.7 -1.6
H -0.140085 -0.001655 2.478166 0.0 0.5 1.0
H 2.937537 0.327805 -1.126717 1.1 0.0 0.5
H 2.408708 2.047606 -0.822007 0.5 0.1 0.0
H 2.096678 1.090442 -2.341038 -0.7 0.4 1.2
H -0.912732 2.237870 2.282720 0.5 1.8 0.9
H -2.373090 1.221326 2.596095 1.4 0.8 -1.8
H -1.891902 1.894053 0.948837 -1.9 1.6 -3.8
```
Positions in Å, forces in eV/Å.

Calculated values
HOMO-LUMO gap (alpha / beta): 7.27 / 7.27 eV
relative energy (zero: lowest compared OMol25 entry of this formula, charge and spin): 4.217 eV
largest force on an atom: 6.76 eV Å⁻¹
molar mass: 174.207 g mol⁻¹
structure (SMILES): CC1=C[C@@H](C)C(C#N)=C2N=NCN12
E_LUMO (alpha / beta): -0.76 / -0.76 eV

Results of the Löwdin charge analysis, in e, for atoms 1 through 8:
1 C -0.211
2 C -0.021
3 C -0.089
4 C -0.303
5 C -0.231
6 C -0.077
7 C -0.277
8 C -0.023

=====

Record 3
This record from OMol25 describes one molecule with the formula C2H3NO2 in a non-equilibrium geometry. The level of theory is the ωB97M-V functional and the def2-TZVPD basis.

```
8
Properties=species:S:1:pos:R:3:forces:R:3
C -1.679649 -0.262583 0.026593 0.5 0.8 0.0
C 1.706165 0.225427 -0.017289 0.5 1.0 0.1
H -2.458762 -1.019849 -0.015484 0.3 0.0 0.1
H -1.981401 0.802499 0.194021 0.4 -0.9 -0.2
H 2.240667 1.203143 0.079131 -0.4 -0.4 -0.1
N -0.471680 -0.642059 -0.128375 -0.7 0.5 -0.1
O 0.381331 0.512081 -0.132484 -0.3 -0.5 0.3
O 2.263332 -0.818660 -0.006110 -0.3 -0.5 0.0
```
Positions in Å, forces in eV/Å.

Calculated values
HOMO-LUMO gap: 11.58 eV
relative energy (zero: lowest compared OMol25 entry of this formula, charge and spin): 2.335 eV
largest force on an atom: 1.13 eV Å⁻¹
molar mass: 73.051 g mol⁻¹
structure (SMILES): C=NOC=O
E_LUMO: 0.80 eV

Löwdin analysis output, partial charges in e:
1 C -0.004
2 C -0.364
3 H 0.076
4 H 0.100
5 H 0.145
6 N 0.030
7 O -0.077
8 O 0.094